ORCA calculation (the ωB97M-V functional and the def2-TZVPD basis) on C35H45AsKN8S3 as an isolated structure.

Geometry (Å):
K  1.09088  -0.34158  1.04366
C  7.93529  -0.36310  1.13308
S  7.09776  0.78197  2.25926
C  5.41237  0.84013  1.54636
S  5.13482  0.40227  -0.03346
N  4.63128  1.37388  2.41690
N  3.34220  1.22468  2.55843
C  2.65643  2.17587  3.10013
C  1.33905  1.95889  3.61162
C  0.72228  2.96975  4.37088
C  -0.51077  2.73447  4.93057
C  -1.12626  1.50819  4.70120
C  -0.44236  0.56890  3.94345
N  0.74794  0.77033  3.41604
H  8.93362  0.01323  0.94358
H  7.33704  -0.37339  0.22118
H  7.98219  -1.34936  1.58585
H  3.09518  3.16391  3.26603
H  1.23909  3.90521  4.53175
H  -0.99561  3.49917  5.52366
H  -2.09032  1.26907  5.11383
H  -0.88678  -0.39546  3.73866
N  2.17999  -2.25181  -2.34932
N  2.59243  -1.38669  -1.28611
H  2.71829  -2.08722  -3.20093
H  1.19672  -2.05253  -2.53880
H  3.03037  -0.52553  -1.62091
H  3.30311  -1.88017  -0.75206
C  -4.18586  4.16445  -3.98568
C  -3.37223  3.04752  -3.39719
C  -2.00027  3.15246  -3.24982
C  -1.24902  2.11408  -2.71477
C  0.24011  2.31650  -2.59619
C  -1.88052  0.93360  -2.29792
As  -0.79875  -0.49017  -1.39671
N  -1.73950  -0.65020  0.13473
C  -2.05118  0.37722  0.91739
C  -1.53643  1.69599  0.82263
C  -1.94686  2.70858  1.65257
C  -2.89811  2.47941  2.63730
C  -3.43520  1.19872  2.75494
C  -3.01158  0.17714  1.94763
C  -1.52925  -2.04618  -2.44213
C  -2.13197  -3.19240  -1.90649
C  -2.14723  -3.50013  -0.43515
C  -2.73034  -4.12996  -2.74826
C  -2.74765  -3.98204  -4.12417
C  -3.42943  -4.95168  -5.04788
C  -2.04904  -2.91117  -4.65384
C  -1.42228  -1.97794  -3.84211
C  -0.57344  -0.95253  -4.54287
C  -3.27172  0.83139  -2.41882
C  -4.02824  -0.38148  -1.95942
C  -3.98847  1.87666  -2.98558
H  -3.54430  4.97063  -4.33970
H  -4.85880  4.56337  -3.22553
H  -4.78895  3.79668  -4.81798
H  -1.50112  4.06447  -3.55409
H  0.55695  3.15791  -3.21118
H  0.78943  1.42656  -2.90895
H  0.52514  2.53521  -1.56277
H  -0.82337  1.89635  0.02746
H  -1.52396  3.69720  1.51748
H  -3.22850  3.27798  3.28644
H  -4.20522  1.00604  3.49873
H  -3.43205  -0.81628  2.04970
H  -1.56324  -2.76448  0.11333
H  -1.73753  -4.49606  -0.25866
H  -3.16876  -3.48981  -0.05033
H  -3.20222  -4.99990  -2.30936
H  -4.06881  -5.64431  -4.50562
H  -2.69166  -5.52874  -5.60861
H  -4.03794  -4.41126  -5.77291
H  -1.99033  -2.79949  -5.73010
H  -1.04147  -0.64461  -5.47794
H  0.39863  -1.39430  -4.78227
H  -0.41523  -0.07619  -3.92103
H  -3.52677  -0.83585  -1.10629
H  -4.08854  -1.11985  -2.76099
H  -5.04304  -0.11056  -1.66791
H  -5.06206  1.78367  -3.10234
S  2.88323  -2.66514  2.44387
C  3.57890  -1.73099  3.60204
N  4.89282  -1.45590  3.69104
C  5.18266  -0.54936  4.78094
C  3.80292  -0.32740  5.42441
N  2.95889  -1.26845  4.71629
H  5.48870  -1.49205  2.88136
H  5.61910  0.38029  4.41079
H  5.89155  -1.01996  5.46931
H  3.45050  0.69913  5.27818
H  3.81036  -0.55396  6.49419
H  1.96232  -1.12157  4.69232

Results
Kohn-Sham gap ... 0.222 hartree
Molecular weight ... 788.022 g/mol
E_tot ... -5829.07473 Ha
Energy relative to the best compared isomer or geometry (same formula, charge and spin) ... 21.3 kcal per mole
Charge ... -1


ORCA calculation (the ωB97M-V functional and the def2-TZVPD basis) on C35H46BCsN6O2S3Se3Te as an isolated structure.

Geometry (Å):
Cs  1.55682  2.75902  -2.72241
C  4.29998  1.24824  0.68792
C  3.16028  0.29103  0.51837
C  3.38451  -1.03989  0.38827
C  2.25447  -1.90469  0.13874
N  1.03905  -1.51310  0.15364
N  0.76138  -0.16981  0.41821
B  -0.61337  0.10202  0.39317
N  -1.55900  -0.95833  -0.14646
N  -2.45159  -1.33152  0.78640
C  -3.34187  -2.22520  0.50149
C  -3.39926  -2.80658  -0.79512
C  -2.52032  -2.42791  -1.74899
C  -2.56387  -2.99642  -3.12916
C  -1.51005  -1.44292  -1.42482
S  -0.37873  -0.94288  -2.53944
C  -4.32029  -2.62302  1.59421
C  -4.04152  -1.83824  2.87191
C  -5.75005  -2.32812  1.12479
C  -4.17004  -4.12423  1.87584
N  -1.27337  1.14480  1.25654
N  -1.20728  0.93355  2.58317
C  -1.86520  1.74983  3.35004
C  -2.61302  2.83066  2.80417
C  -2.71232  3.01179  1.46294
C  -3.49939  4.12350  0.85661
C  -2.00190  2.08780  0.62650
S  -1.98396  2.02359  -1.05662
C  -1.86163  1.48513  4.85108
C  -3.30603  1.22310  5.30358
C  -1.32094  2.70448  5.60519
C  -1.00465  0.26550  5.18120
C  1.83003  0.80872  0.45316
S  1.51087  2.42302  0.40299
C  2.48252  -3.37896  -0.17470
C  3.16422  -4.04685  1.02581
C  1.16357  -4.09052  -0.46950
C  3.38584  -3.48450  -1.41117
H  5.24446  0.70495  0.73230
H  4.17054  1.84312  1.59402
H  4.33188  1.95304  -0.14378
H  4.39166  -1.43335  0.39087
H  -4.16461  -3.53856  -1.02705
H  -3.42205  -3.66024  -3.24176
H  -1.64395  -3.54348  -3.34270
H  -2.61181  -2.19173  -3.86332
H  -4.13670  -0.76675  2.70025
H  -3.02788  -2.01383  3.23110
H  -4.75229  -2.13983  3.64581
H  -5.88012  -1.26032  0.94218
H  -6.46682  -2.63647  1.89003
H  -5.99225  -2.86173  0.20354
H  -3.14364  -4.35923  2.16285
H  -4.42360  -4.72683  1.00102
H  -4.83260  -4.41984  2.69285
H  -3.09852  3.53344  3.46885
H  -4.21918  4.51713  1.57400
H  -4.00607  3.78039  -0.04611
H  -2.81418  4.92600  0.57005
H  -3.93740  2.10036  5.15247
H  -3.31861  0.98083  6.36956
H  -3.74408  0.38671  4.75689
H  -1.87067  3.61603  5.36737
H  -0.28149  2.89244  5.34292
H  -1.39157  2.52410  6.68273
H  -1.37013  -0.62888  4.67486
H  -1.02498  0.09733  6.26142
H  0.02701  0.42264  4.86704
H  2.51584  -4.00331  1.90311
H  4.10396  -3.55240  1.27665
H  3.37761  -5.09640  0.80419
H  0.48720  -4.03412  0.38376
H  1.36375  -5.14163  -0.69807
H  0.65766  -3.62761  -1.31785
H  4.38364  -3.08715  -1.22072
H  2.95379  -2.92643  -2.24404
H  3.48770  -4.53144  -1.71066
C  3.80485  -0.46197  -5.24622
C  3.71648  0.97342  -4.75011
O  3.24471  1.15861  -3.63206
C  4.19260  2.05439  -5.60985
C  5.00944  1.75851  -6.71572
C  5.54835  2.73380  -7.51947
C  5.25975  4.07982  -7.21804
C  4.45415  4.41587  -6.16779
C  3.84624  3.42639  -5.31584
O  3.04251  3.75908  -4.40170
H  3.23664  -1.08657  -4.56059
H  4.84354  -0.79953  -5.25193
H  3.41224  -0.56311  -6.25826
H  5.23878  0.72157  -6.93241
H  6.18405  2.47608  -8.35669
H  5.68321  4.86565  -7.83648
H  4.22292  5.44995  -5.94190
Se  1.27633  3.44117  2.73694
Se  -1.24786  6.29784  3.61580
Te  0.64617  5.83960  2.12315
Se  -0.26042  5.82032  -0.14502

Results
Kohn-Sham gap ... 0.171 hartree
Molecular weight ... 1187.191 g/mol
E_tot ... -10552.36913 Ha
Energy relative to the best compared isomer or geometry (same formula, charge and spin) ... 0.0 kcal per mole
Charge ... -2


ORCA calculation (the ωB97M-V functional and the def2-TZVPD basis) on C35H46CdN6O3P2 as an isolated structure.

Geometry (Å):
Cd  1.50987  5.48818  0.45996
C  -3.24909  -0.63253  -0.99199
C  -3.07657  0.64686  -1.37452
C  -3.81150  1.86282  -0.90582
C  -3.10022  2.42634  0.33948
C  -3.61533  1.81231  1.64450
C  -4.64211  0.97126  1.76631
C  -4.91001  -0.29349  0.96597
C  -3.72715  -1.13740  0.33279
C  1.13563  3.37573  0.36616
H  -2.95943  -1.39448  -1.73146
H  -2.25114  0.84676  -2.10053
H  -4.85191  1.61123  -0.62354
H  -3.78551  2.62885  -1.70959
H  -2.01877  2.18912  0.39771
H  -3.16854  3.53589  0.29081
H  -2.87206  1.93071  2.47493
H  -5.30742  1.10744  2.64486
H  -5.70150  -0.09647  0.21659
H  -5.38227  -0.97379  1.68904
H  -2.82019  -1.21111  0.98581
H  -4.14292  -2.14099  0.19955
H  0.91140  3.11341  -0.68453
H  0.31790  2.99627  1.01261
H  2.07581  2.81969  0.59502
P  -0.40305  6.66166  1.83139
P  -0.47397  6.89605  -1.69590
N  -1.82115  6.37824  2.97635
N  0.26924  7.83171  3.06599
N  -2.23026  6.71836  -2.04046
N  -0.25671  7.96592  -3.18013
C  -1.32124  7.88474  0.84791
C  -0.62487  8.27106  -0.47630
C  -1.81010  5.39092  3.96090
C  -2.81014  5.65453  4.89077
C  -3.49235  6.82988  4.45854
C  -2.87020  7.24568  3.28600
C  1.61890  7.80675  3.41442
C  1.96061  9.02970  3.99033
C  0.76403  9.81081  4.07735
C  -0.26606  9.03294  3.54914
C  -2.87227  5.53310  -2.43572
C  -4.20081  5.56417  -1.99806
C  -4.39837  6.83059  -1.36067
C  -3.23260  7.54118  -1.52740
C  -1.15182  8.85785  -3.78043
C  -0.51248  9.53401  -4.81759
C  0.85419  9.10230  -4.81406
C  0.98810  8.17639  -3.78448
H  -1.45860  8.81471  1.42208
H  -2.34119  7.51336  0.66448
H  -1.10641  9.17769  -0.87377
H  0.41986  8.55196  -0.28990
H  -1.10226  4.57340  3.89700
H  -2.99048  5.08661  5.79647
H  -4.30032  7.34518  4.96739
H  -3.13027  8.08099  2.65073
H  2.21543  6.93300  3.17506
H  2.96114  9.33726  4.25582
H  0.69157  10.83710  4.40147
H  -1.31454  9.27432  3.46338
H  -2.31112  4.77980  -2.99918
H  -4.94113  4.77257  -2.08948
H  -5.25260  7.17340  -0.80105
H  -3.02499  8.55705  -1.24382
H  -2.18432  8.91844  -3.47744
H  -0.96870  10.23495  -5.50588
H  1.63206  9.42591  -5.48807
H  1.84536  7.61770  -3.44832
C  0.85708  -4.20268  -3.32699
C  0.50345  -2.87861  -2.65363
C  1.26797  -2.36377  -1.44172
C  1.41509  -3.50861  -0.43233
C  0.14931  -4.31658  -0.20936
C  2.63323  -1.84049  -1.96141
O  3.58363  -2.57677  -2.22303
N  2.66281  -0.48560  -2.19201
C  1.72115  0.50599  -1.79638
O  1.92513  1.64923  -2.16889
N  0.70877  0.16440  -0.95143
C  0.43308  -1.13538  -0.83278
O  -0.58501  -1.56245  -0.24141
H  1.73313  -4.06626  -3.97263
H  0.00474  -4.47288  -3.96563
H  1.07984  -5.03996  -2.65740
H  0.53986  -2.11581  -3.43836
H  -0.53532  -2.88179  -2.32461
H  2.23079  -4.15559  -0.76747
H  1.77183  -3.08411  0.50266
H  -0.14414  -4.83147  -1.13138
H  0.32137  -5.04386  0.59297
H  -0.64350  -3.61140  0.05689
H  3.42862  -0.10246  -2.71747

Results
Kohn-Sham gap ... 0.128 hartree
Molecular weight ... 773.152 g/mol
E_tot ... -2765.69304 Ha
Energy relative to the best compared isomer or geometry (same formula, charge and spin) ... 157.1 kcal per mole
Charge ... 0


ORCA calculation (the ωB97M-V functional and the def2-TZVPD basis) on a 6-piece molecular cluster, C35H46FN6O5 overall.

Geometry (Å):
C  4.23031  -1.21538  -1.00728
C  5.21534  -0.85140  -2.18125
O  4.44135  -0.10682  -3.16209
C  4.68618  1.28651  -3.12480
C  3.36121  2.13328  -2.80999
C  2.13102  1.71142  -3.46812
C  0.89917  2.52654  -3.21887
C  -0.38339  2.08697  -3.97264
O  -1.04925  2.92434  -4.52077
O  -0.79547  0.77921  -4.09581
C  0.91854  3.71234  -2.33585
C  -0.30756  4.66068  -2.05209
C  -1.33193  4.20405  -0.92564
C  -2.54166  3.32561  -1.44025
C  -2.70377  1.96355  -0.66599
O  -1.91924  1.56471  0.14981
O  -3.83518  1.16705  -0.92712
C  -3.53517  0.22459  -1.99057
C  -2.57115  -0.94615  -1.54801
C  2.23097  4.00472  -1.73520
F  2.41748  5.06249  -0.91076
N  3.36744  3.24697  -1.97818
H  3.94139  -0.23704  -0.52386
H  3.34709  -1.71103  -1.49701
H  4.76037  -1.89992  -0.30093
H  6.15013  -0.34593  -1.82729
H  5.55339  -1.79474  -2.70200
H  5.51718  1.60589  -2.44323
H  5.00917  1.58478  -4.17011
H  2.10920  0.82021  -4.13842
H  -0.39616  0.22611  -3.39435
H  -0.79101  4.89421  -3.03531
H  0.14083  5.63276  -1.69047
H  -1.78422  5.15296  -0.51338
H  -0.78351  3.75031  -0.04974
H  -2.51646  3.08974  -2.53489
H  -3.51039  3.87583  -1.25341
H  -3.03811  0.82347  -2.81314
H  -4.46178  -0.22507  -2.43687
H  -1.50088  -0.57698  -1.59189
H  -2.74277  -1.23913  -0.47797
H  -2.69889  -1.79006  -2.27059
H  4.26928  3.50557  -1.55826
N  -2.05663  -3.26374  1.87385
C  -3.19114  -4.03347  1.85129
C  -2.82802  -5.31124  1.51368
C  -1.42021  -5.31623  1.33062
C  -0.97244  -4.04090  1.56220
H  -2.02463  -2.28137  2.08678
H  -4.15502  -3.60399  2.07570
H  -3.49798  -6.15035  1.41067
H  -0.80533  -6.16039  1.06042
H  0.01975  -3.61940  1.53160
N  -4.38140  -3.11760  5.14366
C  -5.17718  -2.14158  5.68209
C  -6.36038  -2.71908  6.06089
C  -6.27490  -4.09962  5.74443
C  -5.04242  -4.31557  5.18222
H  -3.45606  -2.97637  4.77702
H  -4.83182  -1.12187  5.74624
H  -7.19452  -2.20831  6.51563
H  -7.03170  -4.85002  5.91031
H  -4.58023  -5.21429  4.80626
N  2.60326  1.08605  2.06444
C  1.29853  1.08970  2.43680
C  1.16189  0.29834  3.54584
C  2.45498  -0.20707  3.86128
C  3.32049  0.30124  2.92641
H  2.98006  1.58070  1.27689
H  0.57979  1.66007  1.86854
H  0.23982  0.10123  4.07032
H  2.71626  -0.86572  4.67439
H  4.38335  0.17097  2.79789
N  -2.68347  1.17461  5.34525
C  -2.62800  2.00602  4.26077
C  -2.18160  3.22973  4.68770
C  -1.95383  3.13128  6.08536
C  -2.26958  1.85112  6.46160
H  -2.98217  0.21560  5.32336
H  -2.91175  1.65452  3.28099
H  -2.03346  4.09916  4.06625
H  -1.59801  3.91082  6.74045
H  -2.23715  1.36468  7.42322
N  3.61240  -2.05592  -6.52945
C  4.41095  -2.86898  -7.28860
C  5.71141  -2.47879  -7.10124
C  5.69971  -1.39169  -6.18980
C  4.39166  -1.15557  -5.85221
H  2.61044  -2.11263  -6.47719
H  3.98504  -3.65154  -7.89549
H  6.57619  -2.92494  -7.56624
H  6.55488  -0.84477  -5.82266
H  3.95109  -0.43002  -5.19576

Results
Kohn-Sham gap ... 0.157 hartree
Molecular weight ... 649.788 g/mol
E_tot ... -2165.49300 Ha
Charge ... +1


Question: Among the records above, which one has the highest charge?
Answer: C35H46FN6O5


Question: Which of these has the lowest Kohn-Sham gap?
Answer: C35H46CdN6O3P2